# 1
Computed, not measured: C16H33ClP2Pd as an isolated structure at a distorted geometry, with ωB97M-V/def2-TZVPD.

CARTESIAN COORDINATES (ANGSTROEM)
P  3.13574  0.81992  -0.50779
P  -0.89806  -0.88453  3.07540
C  1.45638  0.57159  0.00093
C  -0.34753  -0.01070  1.56757
H  1.21994  -0.17323  -0.87034
H  0.82282  1.44332  0.05957
H  0.53891  0.51990  1.94216
H  -1.04771  0.85633  1.48788
C  -1.87496  -2.36758  2.52251
H  -1.95989  -3.10332  3.32241
H  -1.39163  -2.81506  1.61137
H  -2.91544  -2.03167  2.25621
C  -2.04510  0.18128  4.00390
H  -3.07701  -0.02203  3.66021
H  -1.75816  1.21298  3.69856
H  -1.94259  0.04607  5.06516
C  3.44535  -0.20035  -1.95015
H  4.49145  -0.47027  -1.93622
H  3.20946  0.31595  -2.89242
H  2.84843  -1.14171  -1.91861
C  2.97838  2.54316  -0.93978
H  2.19198  3.01629  -0.31611
H  2.68842  2.69560  -1.99456
H  3.91447  3.03337  -0.74796
Pd  -0.55341  -0.70863  -0.41165
C  -2.42594  0.25422  -0.48637
C  -2.33812  -1.13445  -0.75597
C  -2.16129  -1.72910  -2.11381
C  -1.31577  -1.00793  -3.17877
C  -0.21314  -0.19227  -2.55266
C  -0.31025  1.14200  -2.18225
C  -1.53681  1.96022  -2.20637
C  -2.73644  1.23491  -1.53515
C  4.19526  0.50514  0.88324
H  -2.80272  0.51616  0.52357
H  -2.57658  -1.76194  0.08539
H  -3.22045  -1.75397  -2.38559
H  -1.79007  -2.75452  -2.00492
H  -0.81363  -1.79071  -3.77633
H  -1.93806  -0.35620  -3.83639
H  0.78287  -0.59281  -2.79902
H  0.59909  1.70745  -1.96196
H  -1.76628  2.20898  -3.25523
H  -1.35187  2.90772  -1.67987
H  -3.33026  2.03249  -1.07379
H  -3.39447  0.79630  -2.32390
H  3.83925  1.03490  1.74614
H  5.21760  0.85312  0.69435
H  4.25327  -0.60493  1.04481
Cl  2.11850  -1.23776  2.79072
C  0.58201  -1.56894  3.83011
H  0.77131  -1.35187  4.96610
H  0.53278  -2.64291  3.75565

- ⟨S²⟩: 2.02
- Relative energy (zero: lowest compared OMol25 entry of this formula, charge and spin): 5.689 eV
- LUMO energy (alpha / beta): 0.387 / 0.350 eV
- Multiplicity: 3
- HOMO-LUMO gap (alpha / beta): 3.503 / 6.096 eV

=====

# 2
Computed, not measured: C16H33CrN2O6P2SSb as an isolated structure, with ωB97M-V/def2-TZVPD.

CARTESIAN COORDINATES (ANGSTROEM)
Cr  -1.33832  -0.02655  -0.14940
N  -3.39078  -1.49558  3.30531
C  -2.20504  -2.07280  2.54350
C  -1.79547  -3.41961  3.12774
P  -0.89730  -0.76467  2.83911
O  0.48159  -1.46704  2.46109
O  -1.03231  -0.45365  4.27953
O  -1.15885  0.33542  1.80079
P  -2.59170  -2.07394  0.76553
O  -3.43796  -3.40368  0.59500
O  -1.25813  -2.08840  0.03449
O  -3.36007  -0.80510  0.48674
H  -3.00162  -0.99620  4.11725
H  -4.03652  -2.21998  3.61531
H  -3.89182  -0.83194  2.70484
H  -1.42179  -3.31382  4.14840
H  -1.00851  -3.85387  2.51298
H  -2.63651  -4.11610  3.12246
H  0.93232  -1.80874  3.24450
H  -3.74208  -3.58831  -0.30358
S  -1.81315  -0.01732  -2.41646
C  -2.47625  1.50896  -1.87026
C  -3.30217  2.39800  -2.54959
C  -3.71821  3.53171  -1.88195
C  -3.33384  3.75297  -0.55685
C  -2.53528  2.82441  0.06151
N  -2.10175  1.74274  -0.60373
H  -3.59576  2.18828  -3.56961
H  -4.35063  4.25181  -2.38738
H  -3.65503  4.63340  -0.01830
H  -2.20767  2.92371  1.08820
C  2.38262  1.40122  1.73198
C  2.71456  0.25954  0.76968
C  4.12285  0.37673  0.19243
Sb  1.18689  0.09210  -0.73341
C  1.58650  -1.78285  -1.71204
C  1.93055  -2.81211  -0.63606
C  2.62242  -1.74753  -2.82840
C  1.51642  1.69240  -2.15184
C  1.01961  3.01234  -1.55616
C  2.93578  1.86497  -2.69796
H  3.09689  1.40876  2.56139
H  1.38168  1.31862  2.15497
H  2.45752  2.37095  1.23598
H  2.61951  -0.69060  1.29379
H  4.29706  1.36429  -0.23366
H  4.33763  -0.36785  -0.57650
H  4.85348  0.23840  0.99624
H  0.61282  -2.01966  -2.14161
H  2.88200  -2.57376  -0.15266
H  2.04165  -3.80026  -1.09391
H  1.15793  -2.87966  0.13115
H  3.61767  -1.48772  -2.46158
H  2.35464  -1.05507  -3.62542
H  2.69381  -2.74373  -3.27781
H  0.84852  1.38766  -2.95688
H  1.70484  3.37399  -0.78626
H  0.02531  2.93922  -1.11504
H  0.97999  3.78061  -2.33531
H  3.59527  2.30485  -1.95089
H  2.91164  2.55794  -3.54615
H  3.39256  0.94209  -3.04523

- ⟨S²⟩: 0.77
- Relative energy (zero: lowest compared OMol25 entry of this formula, charge and spin): 0.000 eV
- Net charge: +1
- LUMO energy (alpha / beta): -3.569 / -2.984 eV
- Multiplicity: 2
- HOMO-LUMO gap (alpha / beta): 7.507 / 8.097 eV

=====

# 3
Computed, not measured: a 3-piece molecular cluster, C16H33IN5O3 overall at a distorted geometry, with ωB97M-V/def2-TZVPD.

CARTESIAN COORDINATES (ANGSTROEM)
C  1.50337  0.72003  1.76206
C  2.42228  -0.22134  0.87091
C  2.86302  0.68154  -0.37732
C  1.65262  -1.46781  0.27580
C  1.59922  -2.70665  1.26177
C  2.26466  -4.01182  0.62711
C  0.04770  -3.04857  1.45484
O  -0.57418  -1.85369  2.00673
C  -1.74154  -1.52082  1.40944
N  -2.30755  -1.80423  0.17412
C  -3.56055  -1.16387  0.06908
N  -4.34785  -1.35044  -1.10804
C  -3.78139  -0.40659  1.27438
N  -2.62398  -0.68782  2.05645
I  -2.30668  0.08118  3.94146
H  0.58962  1.05381  1.20216
H  1.28529  0.26628  2.76507
H  2.11400  1.65579  1.94236
H  3.30010  -0.59689  1.45739
H  3.35376  -0.01340  -1.11161
H  3.53417  1.52234  -0.05591
H  1.90772  1.09327  -0.81714
H  0.63975  -1.11785  -0.06811
H  2.20404  -1.77202  -0.66062
H  2.01248  -2.43788  2.26738
H  1.45969  -4.63282  0.14939
H  2.72243  -4.60163  1.46097
H  2.99394  -3.69001  -0.15781
H  -0.32518  -3.34482  0.44070
H  -0.11661  -3.91170  2.14968
H  -1.88653  -2.39665  -0.56299
H  -3.75879  -1.91277  -1.73742
H  -4.60599  -0.46437  -1.54517
H  -4.66015  0.23117  1.48998
C  -1.02073  -2.00862  -3.52786
O  -1.17213  -2.69521  -2.51484
N  0.12682  -1.41689  -3.89440
C  0.23949  -0.61605  -5.10044
C  1.28442  -1.59098  -3.04562
H  -1.84724  -1.82390  -4.23063
H  0.99574  -1.05677  -5.75253
H  0.53928  0.39798  -4.82905
H  -0.71088  -0.57728  -5.63186
H  1.51445  -2.65601  -2.96507
H  1.04514  -1.21150  -2.05729
H  2.14547  -1.06004  -3.44879
C  0.80102  4.55911  1.51400
O  1.68314  5.29287  1.11874
N  -0.45088  4.95345  1.85700
C  -1.44971  4.01370  2.32048
C  -0.79808  6.36021  1.75566
H  0.95692  3.47421  1.62813
H  -2.30881  4.04294  1.64472
H  -1.76794  4.29766  3.32685
H  -1.04882  2.99950  2.34532
H  -0.66812  6.68999  0.72315
H  -0.13090  6.94280  2.39356
H  -1.83051  6.51989  2.06363

- Net charge: +1
- LUMO energy: -4.141 eV
- HOMO-LUMO gap: 7.083 eV

=====

# 4
Computed, not measured: C16H34BeOP2 as an isolated structure at a distorted geometry, with ωB97M-V/def2-TZVPD.

CARTESIAN COORDINATES (ANGSTROEM)
P  0.16956  -1.46988  -1.61837
P  -0.07849  1.56338  -1.48200
C  -0.16836  -0.59710  -3.26008
C  0.35362  0.83532  -3.17967
H  -1.26419  -0.61873  -3.41484
H  0.29975  -1.15273  -4.09530
H  1.45622  0.86486  -3.26554
H  -0.07287  1.46380  -3.98300
C  -1.70362  2.31149  -1.90457
H  -1.99303  2.97481  -1.07640
H  -2.46912  1.52866  -2.00324
H  -1.66780  2.89886  -2.83565
C  0.97921  3.04998  -1.48579
H  0.91010  3.62060  -2.42407
H  2.02379  2.74887  -1.32259
H  0.66996  3.69302  -0.64896
C  -0.89011  -2.95462  -1.81325
H  -0.64296  -3.66057  -1.00742
H  -0.76796  -3.46775  -2.78175
H  -1.94310  -2.65952  -1.68777
C  1.83880  -2.17840  -1.98006
H  2.59682  -1.38152  -1.96182
H  1.87847  -2.68813  -2.95690
H  2.09149  -2.90558  -1.19358
Be  0.03377  -0.16494  0.71050
C  0.55072  1.73393  -7.21547
C  -0.75146  1.80104  -6.94428
C  -1.85038  1.00164  -7.58736
C  -1.41687  -0.31261  -8.27290
C  -0.73722  -1.28048  -7.34653
C  0.55274  -1.36765  -7.02965
C  1.67444  -0.52640  -7.57199
C  1.26570  0.83250  -8.18138
C  0.11432  -1.79718  1.35640
H  1.24666  2.45262  -6.74183
H  -1.12841  2.58825  -6.26778
H  -2.38775  1.61301  -8.33393
H  -2.59168  0.75515  -6.80937
H  -2.35503  -0.80971  -8.57809
H  -0.86170  -0.10141  -9.19489
H  -1.45120  -2.02843  -6.95073
H  0.90354  -2.20256  -6.39695
H  2.24053  -1.08587  -8.33785
H  2.38615  -0.33500  -6.75150
H  2.21395  1.34846  -8.41577
H  0.74615  0.68659  -9.13618
H  0.84744  -1.94345  2.21973
H  0.32335  -2.61283  0.59126
H  -0.90730  -1.89908  1.75841
C  -0.06802  0.38978  3.25012
O  -0.10748  0.76040  1.91257
H  -0.60015  1.21939  3.77941
H  0.98054  0.29002  3.62251
H  -0.55725  -0.60453  3.47211

- Relative energy (zero: lowest compared OMol25 entry of this formula, charge and spin): 0.331 eV
- LUMO energy: 0.544 eV
- HOMO-LUMO gap: 7.851 eV